(1)
Below is a 7-piece molecular cluster, C35H51ClN7O5P overall, with properties calculated with ωB97M-V/def2-TZVPD.

Computed properties:
Structure (SMILES): O=C=N[C@@](CC(=O)c1ccccc1)(OC=O)P(O)Cl.CCCC#N.CCCC#N.CCCC#N.CCCC#N.CCCC#N.CCCC#N
Frontier orbital gap (eV): 9.229

Geometry as ORCA input:
```
! wB97M-V def2-TZVPD RIJCOSX def2/J DEFGRID3
* xyz 0 1
H 5.1741 2.4611 -3.6412
N 2.6287 3.7554 4.8910
C -2.8221 3.0664 2.4084
C -8.7708 -3.4846 1.4432
H 0.5859 0.3390 -3.3891
H 0.8196 -5.5208 -7.4550
H 5.8126 -4.0340 -2.4295
C 2.2460 -3.7175 -5.7887
C 3.0402 3.1689 3.5941
H 0.1322 3.8784 -4.6351
H 3.6190 6.0364 4.0267
C 5.7973 -4.2176 -1.3537
C 4.5716 2.5727 -1.6353
H 1.3659 3.1937 -2.5802
C 2.6133 2.9148 5.8085
H 0.5157 -4.3711 -8.7492
H 6.2060 0.9053 -0.2977
H -8.2233 -4.0472 4.0511
H 3.3062 -3.1372 -0.6523
N -5.7019 2.9686 3.5332
H 7.0214 0.8615 -3.2511
C 4.2739 5.1878 3.7636
C 0.6756 2.1207 3.3948
H 5.5186 0.2260 -2.6091
C 1.8184 -4.9014 -5.0218
H -4.0117 4.6873 3.0407
O 5.3945 5.1628 4.1591
H -0.0905 4.3403 4.8456
H 1.9527 2.3432 -3.9998
C -8.5564 -4.8991 3.4541
H 2.1763 -4.8311 -8.3589
O 0.7934 1.0423 3.9113
C -0.2957 1.2288 -1.7014
N -1.1707 1.3274 -0.9631
N -8.2138 -2.7574 0.7497
H -0.3809 2.2093 -4.9049
H -6.7091 -5.0035 2.3075
C -2.0872 4.6394 4.0746
O 3.5768 0.2991 3.5254
H -3.5680 2.6833 1.7116
H -6.7196 -5.9973 3.7566
N 3.7641 2.7205 -0.8335
O 2.2370 2.1348 6.5920
C -6.2899 2.5829 2.6241
H 1.4739 3.8079 2.2910
C -7.7326 0.7610 1.7931
N 1.4851 -5.8251 -4.4251
C -0.6606 2.8682 3.3720
H 6.2210 -2.1903 -0.7906
Cl 5.6296 1.9579 2.2546
H -9.8505 -5.2576 1.7483
H -6.1900 -0.0793 3.0785
H 7.4047 -0.1466 -1.0366
H 3.2547 -3.8866 -6.1683
C -6.7489 -0.3368 2.1756
C -0.1024 2.9361 -4.1383
C 3.9727 -2.0562 -2.3223
H 7.7023 1.5922 -0.9472
H 2.1604 2.2676 1.7941
H -2.3274 5.5133 4.6795
H 2.2787 -2.8585 -5.1193
H 5.5258 -3.1623 0.4959
H -0.9704 3.1128 -3.5011
C -1.6180 2.3842 2.4838
H 3.3211 -0.0493 4.3911
H -10.3485 -3.8992 2.7599
H 5.0682 -5.0046 -1.1505
C 1.2735 -3.4544 -6.9433
O 3.7702 4.2178 2.9054
H 1.7167 0.7760 -2.1050
C 1.8402 2.8432 2.6765
C -7.0445 2.0881 1.4582
H 6.7834 -4.5895 -1.0739
H 1.5908 -2.5543 -7.4741
C -7.3355 -5.6460 2.9284
C -0.8678 3.9787 4.1694
N 3.8882 -1.7985 -3.4375
C 1.0956 2.4484 -3.3303
C -9.4856 -4.4141 2.3363
C 4.0733 -2.3993 -0.8922
C 6.9327 0.8342 -1.1088
H -8.4387 0.9100 2.6136
H -6.3568 1.9609 0.6200
P 4.2955 1.7510 3.8315
C 1.1951 -4.6135 -7.9311
H -1.3926 1.5088 1.8734
H -7.7849 2.8378 1.1769
H 3.8781 -1.5025 -0.3014
H 6.3643 3.1741 -2.5499
C -3.0532 4.1969 3.1839
H -7.6320 -6.5136 2.3349
H -8.3117 0.4333 0.9273
C 6.2703 1.0056 -2.4716
H 0.2752 -3.2579 -6.5457
C 5.6220 2.3804 -2.6499
H -9.1183 -5.5570 4.1201
C 5.4670 -2.9497 -0.5730
H -7.2779 -1.2635 2.3748
C 0.8284 1.1022 -2.6476
H -6.0351 -0.5209 1.3704
*
```

Löwdin population analysis, charges in e, atoms 1 to 8:
1 H 0.12
2 N 0.15
3 C -0.09
4 C -0.22
5 H 0.12
6 H 0.07
7 H 0.07
8 C -0.20

---

(2)
Below is C23H50BClF6IN8O9P2S as an isolated structure, with properties calculated with ωB97M-V/def2-TZVPD.

Computed properties:
Frontier orbital gap (eV): 7.376

Geometry as ORCA input:
```
! wB97M-V def2-TZVPD RIJCOSX def2/J DEFGRID3
* xyz -1 1
N -1.1855 0.6802 6.0074
H -7.0202 0.6204 -0.4733
C -2.5145 4.0935 -1.8266
F -3.0735 6.4697 0.9908
C -4.8984 1.1952 -0.5360
H 2.8313 1.7535 7.5491
H -1.1493 -0.0380 0.0592
C 0.3961 1.8595 3.5718
H 3.4234 -7.2735 -5.3597
H 3.8146 -5.9169 -1.8213
N 4.0864 -5.3840 -6.0350
H -2.0453 -1.1826 6.4525
H 5.2094 -3.7041 -2.3338
N 2.0178 -4.0604 -5.2358
P 0.2925 -0.0553 5.5592
C 1.1751 -5.2316 -5.2376
C -3.2482 5.3422 1.6792
N 4.2519 -5.0590 -3.6781
C -1.7649 5.3780 -1.4292
H -4.8882 0.2968 -1.1485
O 0.5774 1.2070 -3.4498
S -4.0885 3.9608 0.7273
H -2.5711 -0.2289 -0.9425
H 1.5162 -3.2767 -7.1521
F -2.2842 4.6882 3.7603
H 4.0516 -4.0711 -7.6877
O -1.5574 3.2425 -2.2958
N -1.0256 0.7917 -1.9140
N 1.2853 0.5895 6.7680
H 2.6205 -4.7168 -2.3396
P 3.7166 -4.0577 -5.0223
C -1.3750 2.0864 6.2760
C 5.4387 -4.5268 -3.0197
O -0.1740 -1.2488 4.7967
C -3.2220 3.1968 -0.7128
H 5.9329 -5.3251 -2.4576
H 0.2914 2.7731 4.1613
H 0.9665 2.1591 2.6924
H 5.0805 -6.8617 -4.8861
O -5.3189 4.5378 0.2512
C -1.9670 4.9084 2.4843
H -4.2936 1.0155 0.3465
H 2.0423 -2.0805 -5.9513
I -3.8177 4.8986 -3.3938
C 1.4802 -3.0042 -6.0867
C 2.1946 1.7155 6.6611
H -2.4427 2.3121 6.2507
H 4.7370 -7.3023 -6.5403
C 4.3411 -6.7666 -5.6727
H 1.9126 0.0536 -1.3612
F -4.1782 5.6322 2.6169
H -0.9223 2.7165 5.5179
H -5.2421 3.0153 -1.6434
H 2.6888 -6.3437 -3.0704
H 0.4437 -2.7880 -5.8222
H 2.1261 -0.1551 8.5619
N -0.0614 6.3217 -0.2101
H 6.1544 -4.1545 -3.7546
H 1.6545 2.6648 6.5981
H 0.7536 -1.2623 -1.3315
F -1.0801 5.9010 2.4874
O -2.3156 2.2327 -0.3882
C -6.3614 1.3784 -0.0492
C 1.8558 -0.0345 3.4106
B -1.1557 2.2133 -1.3270
H -6.4167 1.3395 1.0368
H -3.1288 0.1866 6.6390
O -0.9532 5.2176 -0.2821
O -4.3014 2.9977 1.7744
H 2.6169 0.5546 2.8942
H -1.1403 5.6219 -2.2879
C -4.4053 2.3729 -1.3734
F -1.4326 3.8084 2.0138
C 1.1492 0.0358 8.1104
C 4.0398 -5.1417 -7.4755
O 0.9471 6.0099 0.2732
H 2.3697 -0.8240 3.9621
H 1.2247 -5.8125 -6.1736
H 1.3936 -5.8999 -4.4097
H -6.7727 2.3449 -0.3399
H 0.6213 -0.9194 8.0821
O 3.8854 -2.7715 -4.2630
H -2.4609 6.2159 -1.3361
H 0.1382 -4.9186 -5.1041
H 2.8575 1.6325 5.8059
C -1.4832 -0.2311 -0.9669
H -0.5936 1.5355 3.2297
H -0.9950 2.4011 7.2629
N 1.1079 0.8298 4.3199
Cl 0.4591 2.5712 -0.3904
F -3.9423 1.8642 -2.5820
H 0.5891 0.7092 8.7711
C -2.0976 -0.1452 6.7814
H 3.1329 -5.5632 -7.9261
H -1.1789 -1.2249 -1.2788
C 3.2898 -5.5143 -2.6897
H 1.7127 -0.9295 -2.8054
H -1.8718 -0.1148 7.8589
C 0.2153 0.5482 -2.4922
H 1.2155 -0.5119 2.6616
H 4.9074 -5.5740 -7.9796
C 1.1827 -0.4918 -1.9618
*
```

Löwdin population analysis, charges in e, atoms 1 to 8:
1 N -0.30
2 H 0.06
3 C -0.70
4 F 0.13
5 C -0.17
6 H 0.08
7 H 0.09
8 C -0.13

---

(3)
Below is C4H15NSi2 as an isolated structure, with properties calculated with ωB97M-V/def2-TZVPD.

Computed properties:
Frontier orbital gap (eV): 9.168
Relative energy (zero: lowest compared OMol25 entry of this formula, charge and spin) (kJ/mol): 254.8

Geometry as ORCA input:
```
! wB97M-V def2-TZVPD RIJCOSX def2/J DEFGRID3
* xyz 0 1
C 1.9753 1.6235 -0.1115
H 0.5362 -1.4127 1.4258
H 2.4888 -2.3868 0.0528
Si -2.0260 -0.1797 0.5788
H 3.0468 1.5909 -0.4684
H -2.3972 -2.1846 -0.5313
H -1.3817 -1.3315 -1.5059
H 0.6866 -0.5150 -1.5296
H 1.4538 2.0697 -0.8927
C -2.3021 -1.2887 -0.9524
H 1.8612 2.2116 0.7229
N 0.2464 -0.6115 0.9822
H 3.6657 -1.2413 -0.6241
H 3.4224 -1.0598 0.9977
C -1.8585 1.5708 -0.0850
C 2.8654 -1.3865 0.1610
H -3.0535 -0.4724 1.4992
H -1.2501 1.4799 -1.0286
Si 1.3935 -0.1928 -0.2506
H -1.2858 2.2073 0.6007
H -3.0903 -1.1794 -1.5924
H -2.5772 2.1953 -0.3686
*
```

Löwdin population analysis, charges in e, atoms 1 to 8:
1 C -0.20
2 H -0.09
3 H 0.01
4 Si 0.78
5 H 0.04
6 H -0.04
7 H 0.00
8 H -0.02

---

(4)
Below is an isolated ion of composition C4H10N3 and charge +1, with properties calculated with ωB97M-V/def2-TZVPD.

Computed properties:
Structure (SMILES): CC1=NC[NH2+]N1C
Frontier orbital gap (eV): 9.598
Relative energy (zero: lowest compared OMol25 entry of this formula, charge and spin) (kJ/mol): 308.3

Geometry as ORCA input:
```
! wB97M-V def2-TZVPD RIJCOSX def2/J DEFGRID3
* xyz 1 1
H -1.1503 2.0905 -0.8346
N -0.1217 -0.3241 0.0100
H -1.5496 -1.6824 0.6743
N 1.0475 -1.1862 -0.1793
N 1.6599 1.1617 0.0243
C 2.2473 -0.1097 -0.1801
C -0.7144 2.0458 0.0543
H 1.0406 -1.8852 0.6070
C 0.2877 0.9929 0.0089
H -1.6924 -1.2327 -1.0955
H 2.9935 -0.3192 0.6814
H -1.4921 1.6568 0.7739
H -2.0203 -0.0454 0.2067
C -1.4464 -0.8845 -0.1043
H 2.7810 -0.1248 -1.1659
H 1.0964 -1.7485 -1.1416
H -0.2512 2.9900 0.4069
*
```

Löwdin population analysis, charges in e, atoms 1 to 8:
1 H 0.05
2 N -0.12
3 H 0.12
4 N 0.13
5 N 0.08
6 C -0.13
7 C 0.02
8 H 0.20

---

(5)
Below is C43H53HfN6O2P as an isolated structure, with properties calculated with ωB97M-V/def2-TZVPD.

Computed properties:
Frontier orbital gap (eV): 8.478

Geometry as ORCA input:
```
! wB97M-V def2-TZVPD RIJCOSX def2/J DEFGRID3
* xyz 2 1
H -2.8955 1.0833 0.6637
H -3.1520 1.7089 -2.3975
H -1.2618 4.2256 -5.0414
C 3.5098 -1.7924 0.5258
C -2.7085 1.2046 4.8436
C 0.3880 -1.7835 -5.5182
C 1.0298 -0.4452 3.1700
C -3.8329 -2.0713 -2.0850
H -4.0301 -3.1337 -2.0257
C -1.4192 4.8343 -2.9921
H -2.3088 -0.5999 0.8702
C 2.5874 -2.7821 0.2211
H -3.8670 -4.7381 1.6352
N 2.2132 0.9644 1.5668
H 1.7753 2.8332 -1.3897
C -2.2633 -0.2411 -2.1477
H -1.0463 -4.5621 2.9228
H -5.9070 -1.5462 -2.2480
H 2.9035 0.4839 3.5373
C 3.5626 -1.1243 -1.7888
C 2.5084 2.0497 -1.1799
C -2.0151 -5.1100 -0.3643
H 4.8554 3.4979 -0.8226
H -1.0412 -5.4512 -0.7169
H -3.1682 -3.2846 2.3602
H 1.8473 1.1692 -3.5252
H 2.1326 -1.6104 -6.7519
C -3.2588 -3.8552 1.4343
C 0.2251 -0.2436 -3.6710
C 4.1649 2.5498 3.4936
H 1.5182 1.6008 3.4582
H -3.4571 2.3069 3.1099
H 4.7363 -0.2029 -0.2528
N 3.7496 2.7533 2.1051
H -0.2694 -0.5167 5.7739
H 0.9790 -0.7467 4.2113
H 3.8923 -1.6973 1.5347
H -0.7238 1.9048 -4.5160
C -1.0656 -3.0916 0.6564
H -5.4525 0.8810 -2.4201
C -4.8898 -1.1793 -2.2130
C 2.6192 -2.1079 -2.0955
C 1.6008 -1.2278 -5.8912
C -4.6360 0.1801 -2.3096
H 0.5351 1.0459 5.4403
H -1.5179 5.1054 -0.8570
H -0.1786 -5.4432 1.6530
C 2.1233 -0.1615 -5.1664
H -3.7764 -3.2421 0.6961
C -0.9123 2.7700 0.0966
H 3.3261 2.5008 4.1771
H 5.6656 3.2753 1.4013
C -3.3989 1.2839 3.4907
C -1.1854 3.9215 -4.0060
C -1.1634 -5.1255 1.9965
N -0.2592 -0.1424 2.5576
H -1.2563 -1.7294 -4.1557
H -1.6745 5.8589 -3.2256
C -0.7564 2.1661 -2.3835
C -0.4223 0.5470 5.5849
C -1.3300 4.4190 -1.6720
Hf 0.5344 -0.1527 0.5074
H 3.0559 0.2961 -5.4695
C 4.0788 3.5679 -0.0625
C -0.3667 -2.1154 0.4433
N 3.2936 2.3397 -0.0142
O -1.2522 3.4668 1.0100
H -2.6340 -5.9877 -0.1736
N -1.3461 0.7920 4.4893
H -0.8723 0.9691 6.4801
C -1.3042 0.3402 3.2099
C -0.8693 2.6018 -3.7022
H 2.2780 -2.2313 -3.1156
O -0.3394 1.5807 0.2608
H -3.1673 0.4618 5.5013
H -1.7532 -6.0182 2.2100
C -3.3291 0.6476 -2.2895
H 1.4388 -1.3421 2.6675
P -0.5386 0.3464 -2.1323
H 4.7503 3.4235 3.7695
C -2.9203 0.1954 1.2943
C -1.8772 -4.2874 0.9250
N -2.5199 0.4819 2.6497
H -2.4854 -4.5300 -1.1596
H 4.6041 4.6469 1.7595
C -0.9980 3.1070 -1.3601
H -3.9438 -0.1835 1.3102
C 3.0324 1.9629 1.2629
H 2.2316 -3.4560 0.9890
H -0.0355 -2.5961 -6.0931
H -2.6859 2.1626 5.3588
C 1.4413 0.3211 -4.0633
C 2.1349 -2.9295 -1.0947
C 1.9838 0.7208 3.0039
C 4.6374 3.6415 1.3447
C -2.5282 -1.6076 -2.0345
H 3.1736 1.9341 -2.0354
H 1.4007 -3.6890 -1.3237
H -1.7158 -2.3102 -1.9076
H -4.4007 0.8572 3.5050
H 4.8026 1.6719 3.6092
H 3.9626 -0.5034 -2.5805
C -0.3030 -1.2921 -4.4158
H 3.4314 4.4171 -0.3006
H 1.9728 1.1033 -1.1040
C 3.9997 -0.9608 -0.4868
*
```

Löwdin population analysis, charges in e, atoms 1 to 8:
1 H 0.08
2 H 0.10
3 H 0.12
4 C -0.12
5 C -0.09
6 C -0.05
7 C -0.23
8 C -0.07

---

(6)
Below is a single C3H9N3O molecule, with properties calculated with ωB97M-V/def2-TZVPD.

Computed properties:
Structure (SMILES): C=CC(N)(N)NO
Frontier orbital gap (eV): 10.007
Relative energy (zero: lowest compared OMol25 entry of this formula, charge and spin) (kJ/mol): 370.3

Geometry as ORCA input:
```
! wB97M-V def2-TZVPD RIJCOSX def2/J DEFGRID3
* xyz 0 1
O -2.0619 -0.1780 0.1773
N -1.1448 0.9766 0.6371
H 0.0602 -1.8667 -2.3782
H 1.1665 2.0840 0.9873
H 1.4078 -1.0785 0.8985
H 0.8166 -0.1700 2.1544
N 0.6007 -0.5768 1.2518
C -0.0918 -0.2165 -1.0778
H -2.4568 0.0318 -0.6825
C 0.1609 0.4318 0.3030
C -0.0071 -1.5216 -1.3587
H -0.0902 -2.2644 -0.5813
H 1.9392 1.2813 -0.2291
N 1.0351 1.5807 0.1169
H -1.2739 0.9627 1.6460
H -0.0604 0.5236 -1.8649
*
```

Löwdin population analysis, charges in e, atoms 1 to 8:
1 O -0.11
2 N 0.05
3 H 0.05
4 H 0.07
5 H 0.08
6 H 0.07
7 N 0.09
8 C -0.13

---

(7)
Below is an isolated ion of composition C4H12O2P and charge +1, with properties calculated with ωB97M-V/def2-TZVPD.

Computed properties:
Frontier orbital gap (eV): 13.185
Relative energy (zero: lowest compared OMol25 entry of this formula, charge and spin) (kJ/mol): 0.0

Geometry as ORCA input:
```
! wB97M-V def2-TZVPD RIJCOSX def2/J DEFGRID3
* xyz 1 1
O 0.1023 -1.4640 0.7226
H 1.9853 -2.3337 1.0076
H 1.7183 1.0972 -1.5764
H -0.8039 3.1762 -0.0843
O -0.1961 1.1603 0.6421
H -2.1213 -1.1311 -0.3538
C -1.5756 -0.6022 -1.0469
H -2.0861 2.0586 0.8926
H -1.4338 -1.3755 -1.8218
H 1.9010 -0.7359 -1.4439
H -1.6102 1.8295 -0.6697
H 1.5749 -0.6346 1.9060
H 2.1755 0.2637 -0.1228
P -0.0374 -0.1717 -0.1676
C 1.2870 -1.6342 1.5719
C -1.2019 2.1179 0.2287
H 0.8985 -2.0326 2.5187
C 1.5815 0.1478 -0.9285
H -2.1580 0.2641 -1.2745
*
```

Löwdin population analysis, charges in e, atoms 1 to 8:
1 O -0.26
2 H 0.13
3 H 0.13
4 H 0.15
5 O -0.24
6 H 0.04
7 C -0.07
8 H 0.12

---

Ordered electronic energy results: -2925.256000; -4484.422992; -795.084653; -322.343147; -2538.346731; -359.103395; -651.182820; unit Eh.
Ordered highest occupied orbital energy results: -8.786; -5.632; -8.451; -13.378; -13.417; -9.116; -15.892; unit eV.
Ordered E_LUMO results: 0.44; 1.74; 0.72; -3.78; -4.94; 0.89; -2.71; unit eV.